1.
C20H28F6N3O18P | ωB97M-V/def2-TZVPD

Geometry (Å):
O  4.304  -0.238  -0.861
C  4.306  0.936  -0.953
O  5.162  1.776  -0.350
C  4.900  3.113  -0.819
C  3.466  2.999  -1.295
F  3.206  3.785  -2.380
O  3.397  1.633  -1.687
H  5.569  3.346  -1.648
H  5.035  3.834  -0.021
H  2.721  3.182  -0.526
O  2.109  3.167  1.567
C  0.951  3.391  1.684
O  -0.021  2.684  1.091
C  -1.298  3.131  1.612
C  -0.950  4.527  2.088
F  -1.643  4.909  3.180
O  0.432  4.385  2.432
H  -1.602  2.494  2.433
H  -2.055  3.112  0.839
H  -1.044  5.302  1.326
O  -3.546  2.282  3.753
C  -3.756  1.153  4.018
O  -4.366  0.719  5.133
C  -4.573  -0.702  5.022
C  -3.515  -1.087  4.012
F  -3.899  -2.113  3.210
O  -3.393  0.100  3.236
H  -5.573  -0.892  4.629
H  -4.445  -1.189  5.985
H  -2.545  -1.328  4.446
O  -3.598  -1.894  7.902
C  -4.309  -2.698  8.388
O  -3.914  -3.663  9.238
C  -5.081  -4.341  9.734
C  -6.097  -4.044  8.649
F  -7.355  -3.916  9.128
O  -5.644  -2.787  8.158
H  -5.385  -3.900  10.683
H  -4.882  -5.399  9.868
H  -6.107  -4.762  7.828
O  -0.477  6.669  -2.338
C  -0.446  5.577  -2.771
O  -0.466  4.452  -2.023
C  -0.570  3.315  -2.900
C  -0.023  3.882  -4.194
F  -0.612  3.347  -5.290
O  -0.368  5.258  -4.089
H  -1.614  3.019  -3.003
H  0.003  2.482  -2.514
H  1.059  3.798  -4.303
O  7.171  -4.846  -5.127
C  6.051  -4.500  -5.214
O  5.128  -4.599  -4.239
C  3.926  -3.928  -4.672
C  4.085  -3.970  -6.176
F  3.547  -2.881  -6.796
O  5.493  -3.953  -6.334
H  3.913  -2.907  -4.293
H  3.042  -4.443  -4.311
H  3.688  -4.866  -6.656
N  0.939  -2.864  -2.947
C  1.272  -1.567  -3.447
N  1.070  -1.588  -4.863
N  2.645  -1.275  -3.108
C  0.416  -0.435  -2.869
P  -1.407  -0.522  -3.065
H  0.022  -3.140  -3.240
H  1.017  -2.904  -1.952
H  1.770  -1.064  -5.345
H  1.049  -2.526  -5.206
H  3.007  -0.589  -3.740
H  2.691  -0.899  -2.180
H  0.650  -0.265  -1.839
H  0.699  0.433  -3.417
H  -1.576  -1.288  -4.224
H  -1.759  -1.420  -2.047

The value obtained for the HOMO energy is -8.868 eV. As for the multiplicity: 1. For the energy, the calculation gives -3238.11791 Eh.


2.
C20H28FeN2Si | ωB97M-V/def2-TZVPD

Geometry (Å):
C  0.110  2.070  2.044
C  -0.910  2.034  1.074
C  -1.982  1.206  1.548
H  -0.890  2.566  0.125
C  -1.624  0.810  2.898
C  -0.271  1.225  3.118
H  0.345  0.932  3.981
H  1.056  2.600  1.953
H  -2.965  1.097  1.094
H  -2.305  0.317  3.593
Fe  -0.953  -0.758  1.573
C  -1.046  -2.078  -0.117
H  -2.150  -2.107  -0.037
H  -0.490  -2.608  0.702
H  -0.937  -2.658  -1.114
Si  -0.031  -0.180  -1.296
C  1.706  -0.504  -2.068
C  2.566  0.620  -1.989
H  2.213  1.595  -1.621
C  3.905  0.478  -2.351
H  4.525  1.370  -2.336
C  4.411  -0.769  -2.730
H  5.458  -0.876  -2.990
C  3.586  -1.899  -2.745
H  3.965  -2.887  -3.014
C  2.230  -1.773  -2.397
H  1.549  -2.638  -2.366
C  -1.385  0.625  -2.286
C  -0.865  1.569  -3.193
H  0.194  1.504  -3.467
C  -1.713  2.565  -3.683
H  -1.359  3.225  -4.457
C  -2.997  2.782  -3.167
H  -3.580  3.674  -3.426
C  -3.474  1.889  -2.209
H  -4.467  2.025  -1.792
C  -2.675  0.829  -1.762
H  -3.058  0.148  -1.003
H  -1.990  -0.165  0.286
H  0.417  1.237  -1.066
N  -1.112  -1.781  3.227
C  0.182  -1.682  3.950
C  1.423  -1.761  3.034
N  1.206  -0.944  1.766
H  -1.341  -2.667  2.775
H  -1.956  -1.417  3.689
H  0.189  -0.742  4.512
H  0.136  -2.515  4.657
H  2.323  -1.389  3.563
H  1.547  -2.812  2.725
H  1.659  -0.019  1.877
H  1.624  -1.362  0.916

The value obtained for the HOMO energy (spin up / spin down) is -9.160 / -11.217 eV. The total charge is +1. Its expectation value of S² is 8.787. The value obtained for the energy above the lowest of the compared OMol25 structures with the same formula, charge and spin is 3.909 eV. As for the multiplicity: 6. For the energy, the calculation gives -2441.10979 Eh.


3.
C20H28N4O4 | ωB97M-V/def2-TZVPD

Geometry (Å):
C  -5.434  6.295  -0.267
C  -3.957  6.493  0.002
O  -3.235  6.400  -1.262
N  -2.643  5.160  -1.340
C  -2.709  4.576  -0.213
C  -2.132  3.214  -0.009
O  -2.166  2.693  1.095
N  -1.605  2.635  -1.106
C  -0.952  1.340  -1.035
C  0.481  1.438  -0.520
C  1.198  0.094  -0.461
C  2.683  0.276  -0.146
C  3.399  -1.065  -0.017
C  2.694  -1.974  0.987
N  1.279  -2.113  0.647
C  0.812  -3.110  -0.172
O  -0.128  -2.933  -0.934
C  1.447  -4.458  -0.063
C  1.835  -5.018  1.146
C  2.342  -6.308  1.193
C  2.458  -7.075  0.038
N  3.000  -8.342  0.038
C  2.064  -6.498  -1.179
O  2.215  -7.292  -2.289
C  1.556  -5.220  -1.225
C  0.581  -0.834  0.585
C  -3.333  5.402  0.874
C  -2.282  5.904  1.863
H  -6.003  6.407  0.658
H  -5.794  7.027  -0.989
H  -5.614  5.295  -0.665
H  -3.755  7.492  0.390
H  -1.581  3.180  -1.953
H  -1.552  0.709  -0.381
H  -0.969  0.896  -2.031
H  1.042  2.117  -1.170
H  0.465  1.891  0.476
H  1.102  -0.406  -1.434
H  3.158  0.889  -0.916
H  2.774  0.828  0.798
H  3.416  -1.570  -0.988
H  4.437  -0.921  0.290
H  3.165  -2.951  1.012
H  2.758  -1.544  1.992
H  1.730  -4.451  2.062
H  2.645  -6.737  2.140
H  3.047  -8.829  -0.839
H  2.939  -8.899  0.870
H  1.876  -6.828  -3.061
H  1.215  -4.798  -2.164
H  0.655  -0.364  1.572
H  -0.465  -1.037  0.376
H  -4.097  4.829  1.403
H  -1.803  5.065  2.365
H  -1.518  6.484  1.342
H  -2.744  6.544  2.616

The value obtained for the HOMO energy is -7.872 eV. The value obtained for the energy above the lowest of the compared OMol25 structures with the same formula, charge and spin is 1.792 eV. As for the multiplicity: 1. For the energy, the calculation gives -1298.91704 Eh.


4.
C20H28N4O4 | ωB97M-V/def2-TZVPD

Geometry (Å):
C  0.939  -3.064  6.004
C  -0.194  -2.815  5.014
C  -1.494  -2.458  5.743
C  -0.432  -4.072  4.182
O  -0.232  -5.177  4.652
N  -0.941  -3.914  2.918
C  -1.019  -5.069  2.042
C  -1.105  -2.639  2.278
C  0.203  -2.108  1.680
O  1.279  -2.619  1.926
N  0.069  -1.015  0.890
C  1.197  -0.440  0.165
C  0.574  0.121  -1.124
C  1.261  1.410  -1.557
N  0.770  1.922  -2.824
C  -0.137  2.927  -2.904
O  -0.671  3.427  -1.930
C  -0.457  3.351  -4.298
C  -1.673  3.151  -5.009
N  -1.609  3.628  -6.215
O  -0.345  4.174  -6.338
C  0.334  3.994  -5.192
C  1.704  4.528  -5.123
C  1.898  5.998  -4.849
C  2.243  4.992  -3.796
C  -0.902  0.327  -0.777
C  -1.802  -0.878  -0.770
C  -1.172  -0.393  0.507
H  1.863  -3.311  5.483
H  1.107  -2.170  6.607
H  0.690  -3.895  6.661
H  0.100  -1.990  4.364
H  -2.319  -2.268  5.054
H  -1.788  -3.283  6.394
H  -1.352  -1.570  6.360
H  -0.811  -5.958  2.629
H  -2.017  -5.148  1.605
H  -0.282  -4.987  1.239
H  -1.851  -2.735  1.487
H  -1.496  -1.892  2.970
H  1.656  0.366  0.749
H  1.954  -1.205  0.004
H  0.667  -0.615  -1.929
H  1.096  2.187  -0.810
H  2.337  1.245  -1.643
H  1.142  1.556  -3.684
H  -2.581  2.676  -4.672
H  2.403  4.071  -5.812
H  2.700  6.496  -5.374
H  1.007  6.592  -4.703
H  1.589  4.926  -2.937
H  3.286  4.798  -3.592
H  -1.336  1.301  -0.953
H  -2.862  -0.715  -0.903
H  -1.416  -1.804  -1.182
H  -1.774  0.043  1.293

The value obtained for the HOMO energy is -9.072 eV. The value obtained for the energy above the lowest of the compared OMol25 structures with the same formula, charge and spin is 3.727 eV. As for the multiplicity: 1. For the energy, the calculation gives -1298.84595 Eh.


5.
C20H29B2F2O10S2Si | ωB97M-V/def2-TZVPD

Geometry (Å):
C  2.656  -3.461  2.662
Si  2.849  -1.902  1.555
C  2.820  -0.315  2.699
C  1.522  -1.656  0.206
C  -0.003  -2.220  0.604
C  -1.158  -1.572  -0.343
F  -0.429  -1.518  -1.665
F  -2.103  -2.735  -0.595
C  -1.947  -0.237  0.116
B  -1.101  0.378  1.380
O  -1.343  0.034  2.832
O  0.144  1.221  1.295
C  -3.314  -0.891  0.845
O  -4.058  0.028  1.699
S  -4.551  1.445  0.931
O  -6.043  1.181  0.483
O  -4.703  2.507  2.091
C  -3.443  2.022  -0.478
S  -4.813  2.525  -1.745
C  -2.955  3.518  -0.190
B  -1.832  3.921  0.877
O  -2.075  4.210  2.334
O  -0.411  4.082  0.435
C  -2.393  0.869  -1.071
C  -3.174  -0.030  -2.173
C  -3.006  0.609  -3.825
C  -1.735  -0.109  -4.763
O  -3.346  -0.389  -4.970
C  -1.115  1.605  -1.787
O  0.201  1.280  -1.649
O  -1.166  2.805  -2.690
C  4.580  -1.805  0.629
C  4.745  -2.172  -0.989
C  6.190  -2.045  -1.810
C  7.485  -1.546  -0.937
C  7.380  -1.180  0.663
C  5.918  -1.315  1.439
H  3.652  -4.109  2.665
H  1.702  -4.111  2.450
H  2.540  -3.068  3.784
H  2.617  0.622  1.994
H  3.925  -0.151  3.113
H  2.034  -0.393  3.562
H  1.865  -2.238  -0.779
H  1.480  -0.516  -0.122
H  -0.197  -2.334  1.737
H  0.086  -3.358  0.231
H  -1.980  0.753  3.183
H  0.065  1.880  2.073
H  -2.869  -1.710  1.594
H  -4.084  -1.326  0.083
H  -5.477  3.670  -1.289
H  -3.943  4.088  0.192
H  -2.732  4.142  -1.188
H  -2.188  5.225  2.333
H  -0.301  4.908  -0.118
H  -2.791  -1.100  -2.415
H  -4.331  -0.200  -1.999
H  -3.213  1.840  -3.996
H  -1.683  -1.208  -5.127
H  -1.254  -0.365  -3.744
H  3.830  -2.525  -1.670
H  6.220  -2.296  -2.977
H  8.508  -1.442  -1.502
H  8.346  -0.818  1.256
H  5.901  -1.003  2.583

The value obtained for the HOMO energy is -4.769 eV. The total charge is -1. As for the multiplicity: 1. For the energy, the calculation gives -2866.51395 Eh.


6.
C20H29BrF6O8P | ωB97M-V/def2-TZVPD

Geometry (Å):
C  0.868  -1.294  3.591
C  0.681  0.250  3.901
C  1.069  1.099  2.634
P  1.811  2.820  3.088
O  2.632  2.707  1.524
C  3.710  3.629  1.487
C  3.083  4.944  2.174
O  4.020  5.982  2.348
Br  1.869  5.599  0.678
O  2.466  4.464  3.312
O  -0.589  0.577  4.490
C  -1.677  0.439  3.588
C  -2.128  1.809  2.940
C  -2.460  1.820  1.523
C  -2.832  3.106  0.934
C  -2.836  4.282  1.794
C  -2.517  4.255  3.215
C  -2.147  2.972  3.805
H  0.176  -1.618  2.762
H  0.670  -1.914  4.504
H  1.918  -1.442  3.236
H  1.458  0.493  4.685
H  0.267  1.169  1.854
H  1.923  0.550  2.140
H  0.680  3.506  2.524
H  1.254  2.895  4.418
H  3.018  2.165  3.597
H  4.616  3.241  2.045
H  4.053  3.949  0.462
H  3.614  6.840  2.144
H  -1.551  -0.349  2.805
H  -2.563  0.115  4.213
H  -2.397  0.867  0.981
H  -3.087  3.137  -0.146
H  -3.093  5.261  1.336
H  -2.498  5.147  3.873
H  -1.867  2.838  4.873
C  -2.214  -0.584  -5.481
C  -1.353  -1.255  -4.430
O  -1.593  -0.685  -3.133
C  -2.673  -1.133  -2.487
O  -3.436  -1.953  -2.914
C  -2.770  -0.480  -1.107
F  -2.554  0.847  -1.153
F  -1.862  -0.993  -0.255
F  -3.971  -0.655  -0.540
H  -2.061  0.497  -5.468
H  -1.972  -0.964  -6.475
H  -3.275  -0.758  -5.293
H  -0.300  -1.086  -4.654
H  -1.509  -2.334  -4.410
C  0.614  -6.708  -2.337
C  1.593  -5.554  -2.282
O  2.148  -5.291  -3.584
C  1.388  -4.565  -4.407
O  0.302  -4.137  -4.137
C  2.121  -4.321  -5.728
F  2.696  -5.440  -6.206
F  3.101  -3.411  -5.586
F  1.304  -3.867  -6.687
H  1.087  -7.591  -2.773
H  0.256  -6.956  -1.337
H  -0.248  -6.467  -2.962
H  2.431  -5.812  -1.634
H  1.132  -4.654  -1.872

The value obtained for the HOMO energy is -4.410 eV. The total charge is -1. As for the multiplicity: 1. For the energy, the calculation gives -4895.96015 Eh.


7.
C20H29F6N8O17S6Zr | ωB97M-V/def2-TZVPD

Geometry (Å):
Zr  -0.798  3.004  -0.702
O  1.320  2.740  -1.211
C  1.805  1.428  -0.960
C  1.133  0.836  0.293
O  -0.284  1.124  0.400
H  2.894  1.340  -0.976
H  1.604  0.892  -1.900
H  1.610  1.153  1.219
H  1.314  -0.241  0.202
C  4.795  -0.092  -5.457
C  4.300  -1.560  -5.459
N  3.650  -1.912  -4.218
C  4.290  -2.041  -3.002
C  3.345  -2.139  -2.053
N  2.127  -2.233  -2.686
C  2.349  -2.084  -4.007
C  0.857  -2.553  -2.041
H  5.446  0.135  -6.297
H  5.303  0.147  -4.523
H  3.900  0.526  -5.545
H  5.134  -2.190  -5.759
H  3.505  -1.603  -6.204
H  5.360  -1.941  -2.923
H  3.474  -2.055  -0.984
H  1.590  -2.061  -4.770
H  0.328  -3.288  -2.645
H  0.288  -1.642  -1.894
H  1.149  -3.033  -1.109
C  -6.474  -2.005  -3.021
N  -5.917  -1.682  -1.702
C  -6.491  -0.713  -0.971
C  -5.955  -0.432  0.269
C  -4.863  -1.149  0.752
C  -4.347  -2.196  -0.017
C  -4.867  -2.421  -1.271
C  -4.225  -0.780  2.045
C  -4.979  -0.399  3.146
C  -4.362  -0.057  4.347
N  -3.038  0.020  4.430
C  -2.267  -0.279  3.351
C  -2.831  -0.720  2.170
C  -2.431  0.400  5.740
H  -7.079  -2.913  -3.046
H  -5.687  -2.056  -3.768
H  -7.229  -1.269  -3.292
H  -7.370  -0.231  -1.370
H  -6.415  0.330  0.884
H  -3.580  -2.735  0.524
H  -4.511  -3.142  -1.991
H  -6.057  -0.468  3.103
H  -4.973  0.194  5.201
H  -1.202  -0.203  3.557
H  -2.135  -0.962  1.378
H  -3.155  0.071  6.481
H  -2.333  1.480  5.824
H  -1.476  -0.108  5.834
N  0.975  -0.347  5.486
S  1.316  0.748  4.422
O  2.615  1.359  4.525
O  0.201  1.510  3.889
F  1.557  -0.306  3.207
S  1.018  0.683  6.821
O  0.166  1.834  6.771
O  2.311  0.818  7.408
F  0.233  -0.248  7.866
N  -1.416  1.648  -2.174
S  -0.925  1.125  -3.607
O  -1.832  1.194  -4.710
O  -0.025  0.018  -3.475
F  0.078  2.342  -3.867
S  -2.625  0.402  -2.115
O  -2.175  -0.933  -1.998
O  -3.885  0.645  -2.737
F  -2.925  0.792  -0.558
N  5.565  2.218  -0.002
S  6.499  2.170  1.432
O  7.841  2.647  1.237
O  6.264  1.109  2.380
F  5.770  3.434  2.067
S  5.958  0.778  -0.444
O  5.077  -0.280  0.037
O  7.337  0.462  -0.685
F  5.373  0.898  -1.960
N  1.053  4.261  1.889
O  0.682  4.548  3.009
O  2.212  4.005  1.593
O  0.171  4.233  0.914

The value obtained for the HOMO energy is -9.649 eV. The total charge is +1. As for the multiplicity: 1. For the energy, the calculation gives -5531.39441 Eh.